DFT (wB97M-V/def2-TZVPD) results for a cluster of 3 separate species, C5H8 in total.

Structure (XYZ):
```
13
Properties=species:S:1:pos:R:3:mulliken_charge:R:1
C 1.2096 -0.1851 0.3556 -0.85
C 1.1732 1.3465 0.5029 -0.29
C -0.1183 0.9208 0.0592 0.30
C -1.2687 0.5977 -0.3313 -0.22
C -1.9061 -0.5775 -0.6486 -0.54
H 0.1292 -1.2585 -0.0964 -0.05
H 1.3505 -0.7019 1.3027 0.32
H 1.8875 -0.5214 -0.4260 0.32
H 1.7786 1.9093 -0.2082 0.21
H 1.2446 1.7312 1.5208 0.21
H -0.7222 -1.4757 -0.3816 -0.02
H -2.6422 -0.9836 0.0463 0.30
H -2.1158 -0.8017 -1.6953 0.30
```

Output
- HOMO energy: -8.8 eV
- Relative energy (zero: lowest compared OMol25 entry of this formula, charge and spin): 129.8 kcal per mole
- Energy: -5308.53841 eV
- Molar mass: 68.12 Da
- Kohn-Sham gap: 0.3636 Eh
- LUMO level: 1.1 eV
- Net charge: 0